{"formula": "C52H78O39", "method": "wB97M-V/def2-TZVPD", "orbital_gap_ev": 9.8, "e_tot_ha": -4962.68427, "e_above_lowest_kcal_mol": 131.6, "species": ["C", "C", "C", "O", "C", "O", "O", "H", "H", "H", "H", "H", "H", "C", "C", "C", "O", "C", "O", "O", "H", "H", "H", "H", "H", "H", "C", "C", "C", "O", "C", "O", "O", "H", "H", "H", "H", "H", "H", "C", "C", "C", "O", "C", "O", "O", "H", "H", "H", "H", "H", "H", "C", "C", "C", "O", "C", "O", "O", "H", "H", "H", "H", "H", "H", "C", "C", "C", "O", "C", "O", "O", "H", "H", "H", "H", "H", "H", "C", "C", "C", "O", "C", "O", "O", "H", "H", "H", "H", "H", "H", "C", "C", "C", "O", "C", "O", "O", "H", "H", "H", "H", "H", "H", "C", "C", "C", "O", "C", "O", "O", "H", "H", "H", "H", "H", "H", "C", "C", "C", "O", "C", "O", "O", "H", "H", "H", "H", "H", "H", "C", "C", "C", "O", "C", "O", "O", "H", "H", "H", "H", "H", "H", "C", "C", "C", "O", "C", "O", "O", "H", "H", "H", "H", "H", "H", "C", "C", "C", "O", "C", "O", "O", "H", "H", "H", "H", "H", "H"], "coordinates": [[-3.118, -3.466, -0.393], [-2.602, -2.813, 0.903], [-3.701, -2.111, 1.651], [-3.366, -2.211, 3.038], [-2.749, -3.386, 3.163], [-2.363, -3.939, 4.135], [-2.287, -3.791, 1.909], [-4.011, -4.073, -0.239], [-2.289, -3.995, -0.858], [-3.532, -2.713, -1.072], [-1.693, -2.227, 0.752], [-4.725, -2.423, 1.438], [-3.733, -1.026, 1.518], [1.136, -0.348, -0.866], [-0.029, 0.619, -0.680], [-1.418, 0.150, -1.101], [-2.163, 0.584, 0.032], [-1.436, 0.744, 1.150], [-1.813, 0.739, 2.288], [-0.156, 0.858, 0.730], [1.369, -0.576, -1.909], [1.022, -1.351, -0.446], [2.053, 0.074, -0.453], [0.312, 1.503, -1.223], [-1.498, -0.925, -1.256], [-1.822, 0.753, -1.912], [-3.115, 7.547, -3.796], [-2.557, 6.172, -4.207], [-1.092, 5.909, -3.733], [-1.246, 4.744, -2.939], [-2.483, 4.254, -3.018], [-2.831, 3.180, -2.646], [-3.318, 5.198, -3.521], [-3.721, 7.987, -4.583], [-2.252, 8.172, -3.550], [-3.654, 7.543, -2.850], [-2.482, 6.144, -5.297], [-0.742, 6.767, -3.159], [-0.436, 5.842, -4.600], [1.348, -1.421, 2.807], [2.166, -2.368, 3.682], [1.735, -2.496, 5.133], [1.925, -3.921, 5.277], [2.157, -4.536, 4.107], [2.114, -5.729, 4.005], [2.157, -3.667, 3.081], [1.353, -0.444, 3.289], [0.324, -1.804, 2.804], [1.716, -1.437, 1.785], [3.210, -2.056, 3.681], [0.726, -2.102, 5.242], [2.413, -1.829, 5.664], [4.452, -1.993, 1.256], [5.791, -2.607, 0.884], [6.841, -1.713, 0.260], [8.056, -2.163, 0.827], [7.780, -2.740, 2.022], [8.587, -3.048, 2.826], [6.433, -3.063, 2.070], [3.637, -2.677, 1.025], [4.243, -1.167, 0.562], [4.402, -1.593, 2.262], [5.548, -3.416, 0.190], [6.602, -0.652, 0.370], [6.716, -1.909, -0.807], [1.170, -5.022, 0.083], [1.566, -5.942, -1.081], [0.517, -6.047, -2.248], [1.238, -5.479, -3.353], [2.363, -4.895, -2.946], [3.120, -4.271, -3.652], [2.551, -5.068, -1.675], [0.911, -3.975, -0.049], [1.899, -5.212, 0.872], [0.250, -5.374, 0.578], [1.972, -6.868, -0.683], [-0.451, -5.606, -2.022], [0.429, -7.086, -2.570], [-4.774, -0.668, 7.563], [-4.080, -0.806, 6.222], [-4.078, 0.493, 5.386], [-2.731, 0.721, 5.063], [-1.922, -0.196, 5.722], [-0.745, -0.224, 5.637], [-2.692, -1.056, 6.406], [-4.789, -1.657, 8.022], [-5.788, -0.305, 7.406], [-4.155, -0.031, 8.194], [-4.454, -1.661, 5.655], [-4.242, 1.322, 6.089], [-4.881, 0.396, 4.656], [4.427, 1.083, -6.553], [5.216, 1.212, -5.256], [5.282, 2.692, -4.823], [4.822, 2.617, -3.487], [4.424, 1.351, -3.128], [4.016, 1.098, -2.045], [4.650, 0.532, -4.138], [5.032, 1.099, -7.456], [3.561, 1.738, -6.691], [3.883, 0.130, -6.528], [6.161, 0.719, -5.476], [4.647, 3.418, -5.329], [6.314, 3.047, -4.788], [3.561, 2.654, 0.710], [4.213, 1.612, 1.618], [5.569, 2.034, 2.195], [5.518, 1.433, 3.477], [4.236, 1.138, 3.795], [3.949, 0.638, 4.838], [3.381, 1.402, 2.771], [2.547, 2.440, 0.386], [4.330, 2.836, -0.039], [3.446, 3.572, 1.295], [4.368, 0.680, 1.067], [5.807, 3.100, 2.107], [6.437, 1.637, 1.659], [-1.176, 3.187, 5.568], [0.293, 3.051, 5.135], [0.485, 2.310, 3.774], [1.205, 3.272, 2.968], [1.381, 4.368, 3.662], [2.070, 5.280, 3.257], [0.749, 4.371, 4.822], [-1.842, 3.672, 4.850], [-1.176, 3.831, 6.448], [-1.670, 2.229, 5.738], [0.854, 2.566, 5.931], [-0.402, 2.044, 3.199], [1.060, 1.389, 3.862], [-3.986, -4.543, -4.938], [-2.786, -3.633, -5.172], [-3.147, -2.152, -4.909], [-2.204, -1.809, -3.892], [-1.311, -2.775, -3.714], [-0.335, -2.628, -3.041], [-1.646, -3.907, -4.376], [-3.746, -5.549, -5.272], [-4.848, -4.069, -5.409], [-4.303, -4.542, -3.890], [-2.483, -3.766, -6.213], [-4.208, -2.129, -4.675], [-2.944, -1.603, -5.828], [-5.177, 1.989, 1.568], [-6.317, 2.542, 2.411], [-6.466, 4.041, 2.233], [-7.819, 4.229, 1.831], [-8.461, 3.043, 1.775], [-9.623, 2.897, 1.572], [-7.599, 2.032, 2.033], [-4.175, 2.252, 1.908], [-5.355, 2.303, 0.539], [-5.129, 0.898, 1.579], [-6.246, 2.233, 3.458], [-5.830, 4.318, 1.382], [-6.201, 4.814, 2.955], [0.472, 2.384, -4.983], [-0.057, 0.971, -5.223], [-0.099, 0.552, -6.682], [0.325, -0.800, -6.691], [1.054, -1.031, -5.585], [1.740, -1.975, -5.386], [0.856, -0.024, -4.717], [-0.222, 3.022, -5.538], [1.488, 2.422, -5.372], [0.418, 2.738, -3.956], [-0.972, 0.671, -4.704], [0.606, 1.226, -7.192], [-0.980, 0.831, -7.258]], "lowdin_charge": [-0.0017, -0.2956, -0.1024, 0.0733, -0.5417, 0.1843, 0.0545, 0.0905, 0.0731, 0.0848, 0.1445, 0.1436, 0.1097, -0.0116, -0.2709, -0.0582, 0.0401, -0.5400, 0.1373, 0.0801, 0.0848, 0.0727, 0.0631, 0.1510, 0.1107, 0.1233, -0.0128, -0.3017, -0.0820, 0.0677, -0.5640, 0.1659, 0.0878, 0.0803, 0.0760, 0.0924, 0.1456, 0.1248, 0.1273, 0.0150, -0.3319, -0.0487, 0.0854, -0.5633, 0.1465, 0.0745, 0.0691, 0.0927, 0.0593, 0.1211, 0.1122, 0.1365, -0.0014, -0.3107, -0.1059, 0.0826, -0.5271, 0.1826, 0.0827, 0.0820, 0.0719, 0.0790, 0.1555, 0.1211, 0.1390, -0.0275, -0.2222, -0.0525, 0.0600, -0.6212, 0.1347, 0.0749, 0.0790, 0.0767, 0.0870, 0.1529, 0.1147, 0.1278, -0.0151, -0.3182, -0.0984, -0.0124, -0.5233, 0.1791, 0.0967, 0.0889, 0.0914, 0.0957, 0.1476, 0.1365, 0.1300, -0.0224, -0.2789, -0.0898, 0.0404, -0.5530, 0.1604, 0.1185, 0.0889, 0.0681, 0.0879, 0.1536, 0.1286, 0.1326, -0.0072, -0.3028, -0.0916, 0.0801, -0.5473, 0.1562, 0.0694, 0.0782, 0.0826, 0.0838, 0.1102, 0.1371, 0.1267, -0.0107, -0.2456, -0.0441, 0.0670, -0.6139, 0.1155, 0.0996, 0.0929, 0.0863, 0.0510, 0.1552, 0.1022, 0.0977, -0.0184, -0.3202, -0.0639, 0.0602, -0.5729, 0.1628, 0.1065, 0.0891, 0.0870, 0.0884, 0.1529, 0.1259, 0.1306, -0.0127, -0.3117, -0.0921, 0.0700, -0.5598, 0.1645, 0.0838, 0.0873, 0.0974, 0.0725, 0.1429, 0.1244, 0.1381, 0.0061, -0.2990, -0.1132, 0.0798, -0.5895, 0.1916, 0.0619, 0.0894, 0.0783, 0.0776, 0.1486, 0.1264, 0.1370]}